No. 1
A 12-piece molecular cluster, C5H36N2O12 overall in a non-equilibrium geometry. Source: the Open Molecules 2025 dataset; level of theory: ωB97M-V with the def2-TZVPD basis set.

Output
frontier orbital gap = 8.54 eV
SMILES = CN[C@H](CN)CCO.O.O.O.O.O.O.O.O.O.O.O
LUMO level = 0.02 eV
energy relative to the best compared isomer or geometry (same formula, charge and spin) = 7.1216 eV
highest occupied orbital energy = -8.51 eV
calculated total energy = -1224.28310 Eh

```
55
C5H36N2O12, DFT ωB97M-V with the def2-TZVPD basis set
C 1.8580 1.2537 1.1801
N 1.0852 1.1856 -0.0128
C -0.4124 1.2504 0.0390
C -1.1278 -0.1858 -0.1125
N -0.9916 -1.1137 1.0871
C -0.8770 2.2532 -0.9755
C 0.1387 3.4693 -1.1079
O 1.3258 3.3467 -1.9541
H 1.4966 1.9116 1.9008
H 2.7795 1.7333 1.1050
H 2.0427 0.2918 1.6339
H 1.2007 0.3998 -0.5830
H -0.6518 1.8018 1.1260
H -2.1843 0.0232 -0.2714
H -0.9692 -0.7006 -1.1073
H -0.0939 -1.6445 0.9840
H -0.9795 -0.7375 2.0256
H -1.9941 2.7621 -0.6474
H -0.8847 1.6892 -1.9124
H -0.2694 4.3405 -1.6355
H 0.5131 3.8178 -0.1057
H 1.8901 2.4669 -1.9376
O -0.4811 -2.8675 3.8394
H -0.9302 -2.1741 3.4643
H 0.1861 -2.9983 3.3397
O 3.7543 -1.7264 1.2791
H 4.5051 -1.6226 1.8560
H 3.5673 -0.8875 1.0963
O 1.9181 0.4451 -3.5022
H 1.6039 -0.1749 -2.8480
H 1.6115 0.0453 -4.3248
O -3.0244 2.0074 2.6305
H -3.2520 2.8323 2.9497
H -3.3061 1.9547 1.6447
O 0.6865 -3.7380 0.7619
H 0.1494 -4.2049 0.1650
H 1.0842 -4.3287 1.4200
O 0.6688 -1.7313 -2.5911
H 1.4527 -2.4219 -2.5125
H 0.0243 -2.3064 -2.1460
O -3.9213 0.0731 0.6262
H -3.3286 0.2513 1.4695
H -4.1802 -0.8879 0.7145
O -1.1880 0.3134 -3.6837
H -0.6365 0.6432 -4.4370
H -0.6872 0.3156 -2.8957
O -0.8207 0.6983 3.6629
H -1.2020 0.3051 4.3080
H -1.3613 1.3328 3.2837
O 3.7958 0.1573 -0.8475
H 2.9654 -0.3239 -0.7469
H 3.5157 1.0487 -1.2913
O -1.6764 -3.2559 -1.7191
H -2.1009 -3.6501 -2.4800
H -2.2870 -2.7382 -1.2040
```

No. 2
One molecule with the formula C25H27N3O2 in a non-equilibrium geometry. Source: the Open Molecules 2025 dataset; level of theory: ωB97M-V with the def2-TZVPD basis set.

Output
frontier orbital gap = 9.16 eV
SMILES = O=C(c1noc2c1CCCC2)N1CCN(C(c2ccccc2)c2ccccc2)CC1
LUMO level = 0.80 eV
energy relative to the best compared isomer or geometry (same formula, charge and spin) = 2.5347 eV
highest occupied orbital energy = -8.37 eV
calculated total energy = -1283.58111 Eh

```
57
C25H27N3O2, DFT ωB97M-V with the def2-TZVPD basis set
O 3.0650 0.6741 -0.2648
C 2.2485 -0.1865 0.0305
C 1.8922 -0.3753 1.4613
N 0.6758 -0.5696 1.9198
O 0.7382 -0.5671 3.2767
C 2.0101 -0.3681 3.6487
C 2.8012 -0.2280 2.5418
C 4.2644 0.0210 2.6009
C 4.6213 0.4964 4.0123
C 3.9871 -0.4033 5.0766
C 2.4580 -0.2893 5.0598
N 1.6708 -0.9823 -0.8888
C 0.7146 -2.0424 -0.6431
C -0.2949 -2.0918 -1.8125
N -0.5491 -0.7875 -2.3816
C -1.1756 0.1511 -1.4482
C -2.3897 -0.4699 -0.7905
C -2.4721 -0.5545 0.5924
C -3.5946 -1.0980 1.1941
C -4.6435 -1.5625 0.4206
C -4.5650 -1.4835 -0.9603
C -3.4466 -0.9376 -1.5624
C -1.6490 1.3934 -2.1699
C -1.7658 2.5853 -1.4667
C -2.2454 3.7243 -2.0876
C -2.6133 3.6854 -3.4216
C -2.4984 2.5012 -4.1293
C -2.0221 1.3610 -3.5073
C 0.6666 -0.2688 -2.9967
C 1.9485 -0.7592 -2.2910
H 4.8007 -0.9041 2.3672
H 4.5421 0.7610 1.8491
H 4.2635 1.5188 4.1496
H 5.7054 0.5004 4.1327
H 4.2732 -1.4394 4.8837
H 4.3587 -0.1302 6.0650
H 2.1438 0.6689 5.4848
H 1.9944 -1.0798 5.6532
H 0.1928 -1.8472 0.2925
H 1.2406 -3.0040 -0.5662
H 0.0871 -2.7232 -2.6196
H -1.2333 -2.5227 -1.4611
H -0.4785 0.4595 -0.6515
H -1.6504 -0.2071 1.2015
H -3.6466 -1.1597 2.2713
H -5.5195 -1.9858 0.8903
H -5.3804 -1.8461 -1.5695
H -3.3842 -0.8761 -2.6377
H -1.4784 2.6186 -0.4252
H -2.3301 4.6454 -1.5294
H -2.9860 4.5750 -3.9079
H -2.7818 2.4652 -5.1714
H -1.9228 0.4395 -4.0599
H 0.6906 -0.5966 -4.0428
H 0.6272 0.8209 -2.9850
H 2.7417 -0.0146 -2.3646
H 2.2990 -1.6993 -2.7300
```

Repeat the second record exactly.
One molecule with the formula C25H27N3O2 in a non-equilibrium geometry. Source: the Open Molecules 2025 dataset; level of theory: ωB97M-V with the def2-TZVPD basis set.

Output
frontier orbital gap = 9.16 eV
SMILES = O=C(c1noc2c1CCCC2)N1CCN(C(c2ccccc2)c2ccccc2)CC1
LUMO level = 0.80 eV
energy relative to the best compared isomer or geometry (same formula, charge and spin) = 2.5347 eV
highest occupied orbital energy = -8.37 eV
calculated total energy = -1283.58111 Eh

```
57
C25H27N3O2, DFT ωB97M-V with the def2-TZVPD basis set
O 3.0650 0.6741 -0.2648
C 2.2485 -0.1865 0.0305
C 1.8922 -0.3753 1.4613
N 0.6758 -0.5696 1.9198
O 0.7382 -0.5671 3.2767
C 2.0101 -0.3681 3.6487
C 2.8012 -0.2280 2.5418
C 4.2644 0.0210 2.6009
C 4.6213 0.4964 4.0123
C 3.9871 -0.4033 5.0766
C 2.4580 -0.2893 5.0598
N 1.6708 -0.9823 -0.8888
C 0.7146 -2.0424 -0.6431
C -0.2949 -2.0918 -1.8125
N -0.5491 -0.7875 -2.3816
C -1.1756 0.1511 -1.4482
C -2.3897 -0.4699 -0.7905
C -2.4721 -0.5545 0.5924
C -3.5946 -1.0980 1.1941
C -4.6435 -1.5625 0.4206
C -4.5650 -1.4835 -0.9603
C -3.4466 -0.9376 -1.5624
C -1.6490 1.3934 -2.1699
C -1.7658 2.5853 -1.4667
C -2.2454 3.7243 -2.0876
C -2.6133 3.6854 -3.4216
C -2.4984 2.5012 -4.1293
C -2.0221 1.3610 -3.5073
C 0.6666 -0.2688 -2.9967
C 1.9485 -0.7592 -2.2910
H 4.8007 -0.9041 2.3672
H 4.5421 0.7610 1.8491
H 4.2635 1.5188 4.1496
H 5.7054 0.5004 4.1327
H 4.2732 -1.4394 4.8837
H 4.3587 -0.1302 6.0650
H 2.1438 0.6689 5.4848
H 1.9944 -1.0798 5.6532
H 0.1928 -1.8472 0.2925
H 1.2406 -3.0040 -0.5662
H 0.0871 -2.7232 -2.6196
H -1.2333 -2.5227 -1.4611
H -0.4785 0.4595 -0.6515
H -1.6504 -0.2071 1.2015
H -3.6466 -1.1597 2.2713
H -5.5195 -1.9858 0.8903
H -5.3804 -1.8461 -1.5695
H -3.3842 -0.8761 -2.6377
H -1.4784 2.6186 -0.4252
H -2.3301 4.6454 -1.5294
H -2.9860 4.5750 -3.9079
H -2.7818 2.4652 -5.1714
H -1.9228 0.4395 -4.0599
H 0.6906 -0.5966 -4.0428
H 0.6272 0.8209 -2.9850
H 2.7417 -0.0146 -2.3646
H 2.2990 -1.6993 -2.7300
```